A gas-phase ion, C17H26NO2S (charge +1) at a distorted geometry, computed with wB97M-V/def2-TZVPD.

For the LUMO energy, the calculation gives -2.85 eV. For the calculated total energy, the calculation gives -34461.98662 eV. As for the net charge: +1. The calculation puts the frontier orbital gap at 8.2 eV. Its maximum force is 4.826 eV/A. Its energy above the lowest of the compared OMol25 structures with the same formula, charge and spin is 103.4 kcal per mole.

CARTESIAN COORDINATES (ANGSTROEM)
1 C -3.990 -0.828 2.896
2 C -2.663 -0.220 3.284
3 O -1.757 -0.622 2.183
4 C -0.581 -0.015 2.207
5 C 0.410 -0.084 0.954
6 S 1.983 0.496 1.955
7 C 2.178 -0.319 3.537
8 C 3.323 -0.401 1.148
9 O -0.380 0.626 3.251
10 H -4.768 -0.681 3.648
11 H -4.273 -0.261 1.996
12 H -3.935 -1.906 2.699
13 H -2.748 0.868 3.283
14 H -2.126 -0.582 4.172
15 H 0.466 -1.186 0.796
16 H 1.588 0.202 4.281
17 H 1.893 -1.370 3.489
18 H 3.240 -0.202 3.747
19 H 3.728 0.189 0.318
20 H 4.076 -0.508 1.940
21 H 2.941 -1.371 0.798
22 C -2.261 -0.866 -2.994
23 C -2.988 -1.102 -1.674
24 C -1.973 -0.757 -0.555
25 N -0.792 -0.191 -1.154
26 C 0.192 0.568 -0.395
27 C 1.427 0.838 -1.309
28 C 1.209 1.981 -2.075
29 C 2.169 2.507 -2.934
30 C 3.410 1.870 -3.094
31 C 3.538 0.595 -2.513
32 C 2.505 0.035 -1.728
33 C -0.931 -0.188 -2.615
34 H -2.139 -1.761 -3.610
35 H -2.768 -0.185 -3.677
36 H -3.836 -0.427 -1.576
37 H -3.463 -2.078 -1.535
38 H -2.390 -0.015 0.131
39 H -1.786 -1.660 0.045
40 H -0.135 1.513 0.012
41 H 0.243 2.454 -1.896
42 H 1.936 3.438 -3.453
43 H 4.149 2.256 -3.800
44 H 4.501 0.100 -2.660
45 H 2.632 -0.981 -1.340
46 H -0.089 -0.613 -3.190
47 H -0.966 0.846 -2.995

Results of the natural (NBO) charge analysis, in e, for atoms 1 through 2:
1. C -0.638
2. C -0.061